Computed, not measured: 2 unconnected molecules or ions with the total composition C5H17N2O in a non-equilibrium geometry, with ωB97M-V with the def2-TZVPD basis set.

CARTESIAN COORDINATES (ANGSTROEM)
C (-1.186, 1.122, -0.379)
N (-1.475, -0.231, -0.813)
C (-0.975, -0.561, -2.138)
C (-1.367, -1.957, -2.556)
C (0.256, 1.202, 0.155)
N (0.444, 0.034, 1.048)
C (0.384, 0.357, 2.491)
H (-1.373, 1.901, -1.113)
H (-1.814, 1.336, 0.493)
H (-2.464, -0.441, -0.731)
H (-1.002, 0.279, -2.832)
H (0.132, -0.587, -2.098)
H (-0.674, -2.495, -3.209)
H (-2.368, -2.042, -2.974)
H (-1.273, -2.597, -1.673)
H (0.319, 2.150, 0.665)
H (1.018, 1.203, -0.624)
H (1.359, -0.390, 0.899)
H (-0.311, -0.621, 0.792)
H (0.365, -0.550, 3.093)
H (-0.481, 0.935, 2.822)
H (1.198, 0.990, 2.801)
H (3.284, 0.861, 2.212)
H (4.483, 0.086, 1.871)
O (3.521, 0.018, 1.797)

Properties
**Total charge**: +1
**Energy relative to the best compared isomer or geometry (same formula, charge and spin)**: 1.079 eV
**HOMO-LUMO gap**: 10.50 eV
**HOMO**: -13.250 eV
**2S+1**: 1
**Maximum force**: 0.047 Eh/bohr

=====

Computed, not measured: 2 unconnected molecules or ions with the total composition C5H17N2O in a non-equilibrium geometry, with ωB97M-V with the def2-TZVPD basis set.

CARTESIAN COORDINATES (ANGSTROEM)
N (-1.688, 0.780, 1.004)
C (-0.856, 1.944, 1.193)
C (0.173, 2.216, 0.132)
N (0.837, 0.847, -0.070)
C (1.247, 0.543, -1.530)
C (1.326, -1.011, -1.794)
C (-0.041, -1.736, -2.085)
H (-0.989, -0.044, 0.722)
H (-2.303, 0.605, 1.901)
H (-2.401, 1.035, 0.293)
H (-1.462, 2.887, 1.485)
H (-0.317, 2.050, 2.192)
H (-0.326, 2.597, -0.839)
H (0.911, 2.921, 0.468)
H (1.586, 0.725, 0.498)
H (2.292, 0.838, -1.886)
H (0.545, 0.943, -2.126)
H (1.870, -1.327, -0.789)
H (2.077, -1.330, -2.616)
H (-0.366, -1.912, -3.060)
H (-0.913, -1.355, -1.505)
H (0.076, -2.863, -2.018)
H (-0.114, -2.435, 3.536)
H (-0.601, -3.831, 3.774)
O (-0.566, -3.087, 3.117)

Properties
**Total charge**: +1
**Energy relative to the best compared isomer or geometry (same formula, charge and spin)**: 3.424 eV
**HOMO-LUMO gap**: 9.69 eV
**HOMO**: -13.208 eV
**2S+1**: 1
**Maximum force**: 0.118 Eh/bohr

=====

Computed, not measured: 2 unconnected molecules or ions with the total composition C5H17N2O in a non-equilibrium geometry, with ωB97M-V with the def2-TZVPD basis set.

CARTESIAN COORDINATES (ANGSTROEM)
C (0.725, 0.912, 1.283)
N (0.102, -0.153, 2.093)
C (-1.385, 0.142, 2.233)
C (1.255, 0.236, 0.003)
N (0.152, -0.285, -0.886)
C (0.000, -1.786, -0.953)
C (1.895, 1.372, -0.805)
H (1.637, 1.371, 1.729)
H (0.015, 1.666, 0.989)
H (0.523, -0.224, 3.010)
H (-1.736, -0.410, 3.106)
H (-1.400, 1.179, 2.456)
H (-1.815, -0.053, 1.242)
H (2.030, -0.501, 0.251)
H (0.214, 0.092, -1.848)
H (-0.774, 0.091, -0.677)
H (0.766, -2.172, -1.623)
H (0.222, -2.475, -0.159)
H (-0.927, -2.009, -1.420)
H (2.946, 1.612, -0.601)
H (2.025, 1.136, -1.850)
H (1.285, 2.284, -0.691)
H (-2.977, -1.378, -2.228)
H (-2.425, 0.032, -2.652)
O (-2.353, -0.679, -2.004)

Properties
**Total charge**: +1
**Energy relative to the best compared isomer or geometry (same formula, charge and spin)**: 1.940 eV
**HOMO-LUMO gap**: 9.64 eV
**HOMO**: -12.642 eV
**2S+1**: 1
**Maximum force**: 0.053 Eh/bohr

=====

Computed, not measured: 2 unconnected molecules or ions with the total composition C5H17N2O in a non-equilibrium geometry, with ωB97M-V with the def2-TZVPD basis set.

CARTESIAN COORDINATES (ANGSTROEM)
C (-1.313, -0.973, -1.487)
C (-0.531, -0.482, -0.242)
C (-1.163, -0.540, 1.155)
C (-0.267, -0.911, 2.214)
C (1.059, -0.190, 2.321)
N (2.000, -0.396, 1.031)
N (-0.105, 1.043, -0.522)
H (-1.892, -0.326, -2.106)
H (-0.523, -1.321, -2.167)
H (-2.100, -1.779, -1.417)
H (0.317, -1.336, -0.336)
H (-1.441, 0.540, 1.390)
H (-2.044, -1.047, 1.109)
H (-0.936, -0.682, 3.153)
H (-0.019, -1.947, 2.053)
H (1.657, -0.283, 3.276)
H (0.849, 0.918, 2.082)
H (1.966, -1.419, 0.771)
H (2.898, -0.225, 1.451)
H (-0.559, 1.558, 0.278)
H (0.948, 1.132, -0.385)
H (-0.247, 1.448, -1.504)
H (0.218, 2.709, -3.677)
H (0.043, 1.413, -4.102)
O (0.111, 1.837, -3.399)

Properties
**Total charge**: +1
**Energy relative to the best compared isomer or geometry (same formula, charge and spin)**: 3.208 eV
**HOMO-LUMO gap**: 10.99 eV
**HOMO**: -13.651 eV
**2S+1**: 1
**Maximum force**: 0.234 Eh/bohr

=====

Computed, not measured: 2 unconnected molecules or ions with the total composition C5H17N2O in a non-equilibrium geometry, with ωB97M-V with the def2-TZVPD basis set.

CARTESIAN COORDINATES (ANGSTROEM)
N (-0.897, 1.077, 1.742)
C (-0.441, -0.346, 2.089)
C (0.675, -0.933, 1.204)
N (0.873, -0.312, -0.110)
C (0.229, -1.029, -1.197)
C (0.273, -0.275, -2.522)
C (2.250, 0.083, -0.401)
H (-1.627, 1.065, 0.980)
H (-1.353, 1.540, 2.533)
H (-0.088, 1.574, 1.380)
H (-0.221, -0.342, 3.152)
H (-1.356, -0.919, 1.998)
H (0.557, -2.002, 1.062)
H (1.594, -0.950, 1.796)
H (-0.789, -1.287, -0.889)
H (0.621, -2.044, -1.384)
H (1.166, -0.425, -3.131)
H (-0.573, -0.408, -3.181)
H (0.269, 0.807, -2.341)
H (2.724, 0.482, 0.486)
H (2.373, 0.844, -1.169)
H (2.758, -0.830, -0.741)
H (-1.620, 1.461, -1.053)
H (-2.843, 0.535, -0.983)
O (-2.469, 1.339, -0.593)

Properties
**Total charge**: +2
**Energy relative to the best compared isomer or geometry (same formula, charge and spin)**: 1.418 eV
**HOMO-LUMO gap (spin up / spin down)**: 12.96 / 8.03 eV
**HOMO (spin up / spin down)**: -19.990 / -19.985 eV
**2S+1**: 2
**Maximum force**: 0.059 Eh/bohr

=====

Computed, not measured: 2 unconnected molecules or ions with the total composition C5H17N2O2 in a non-equilibrium geometry, with ωB97M-V with the def2-TZVPD basis set.

CARTESIAN COORDINATES (ANGSTROEM)
C (-0.955, 1.793, 1.197)
O (-1.073, 2.929, 0.291)
C (-0.866, 0.525, 0.263)
C (0.330, -0.315, 0.739)
C (0.029, -1.817, 0.716)
C (-0.513, -2.409, -0.606)
N (-0.082, -1.633, -1.799)
N (-0.576, 0.912, -1.163)
H (-1.931, 1.855, 1.711)
H (-0.124, 1.833, 1.863)
H (-1.159, 3.650, 0.935)
H (-1.810, -0.026, 0.238)
H (0.572, -0.125, 1.782)
H (1.314, -0.135, 0.219)
H (0.951, -2.265, 1.078)
H (-0.534, -1.913, 1.691)
H (-1.554, -2.593, -0.447)
H (-0.088, -3.477, -0.653)
H (0.892, -1.358, -1.871)
H (-0.483, -2.031, -2.630)
H (-0.585, -0.664, -1.673)
H (-1.249, 1.665, -1.537)
H (0.298, 1.416, -1.246)
H (3.784, 1.282, 0.252)
H (2.550, 1.860, 0.557)
O (2.861, 1.041, 0.094)

Properties
**Total charge**: +1
**Energy relative to the best compared isomer or geometry (same formula, charge and spin)**: 2.163 eV
**HOMO-LUMO gap**: 11.01 eV
**HOMO**: -13.774 eV
**2S+1**: 1
**Maximum force**: 0.085 Eh/bohr

=====

Computed, not measured: 3 unconnected molecules or ions with the total composition C5H17N2O3 in a non-equilibrium geometry, with ωB97M-V with the def2-TZVPD basis set.

CARTESIAN COORDINATES (ANGSTROEM)
C (1.281, 1.289, 1.086)
N (0.602, 1.640, -0.164)
C (0.998, 0.754, -1.271)
C (0.020, 0.856, -2.446)
C (-0.919, -0.349, -2.574)
O (-1.963, -0.275, -1.605)
C (0.384, 0.481, 2.053)
N (-0.262, -0.667, 1.470)
H (1.590, 2.199, 1.614)
H (2.147, 0.675, 0.895)
H (-0.393, 1.464, -0.080)
H (1.148, -0.287, -0.951)
H (2.001, 1.074, -1.570)
H (0.623, 0.895, -3.361)
H (-0.624, 1.728, -2.332)
H (-1.424, -0.247, -3.536)
H (-0.330, -1.266, -2.496)
H (1.036, 0.114, 2.820)
H (-0.324, 1.207, 2.504)
H (-0.433, -0.532, 0.479)
H (-1.713, -0.749, -0.802)
H (1.449, -3.233, 0.557)
H (0.893, -1.821, 1.310)
O (1.655, -2.482, 1.115)
H (-1.742, -1.112, 2.365)
H (-3.002, -0.270, 2.256)
O (-2.701, -1.084, 2.669)

Properties
**Total charge**: -1
**Energy relative to the best compared isomer or geometry (same formula, charge and spin)**: 1.026 eV
**HOMO-LUMO gap**: 6.68 eV
**HOMO**: -3.155 eV
**2S+1**: 1
**Maximum force**: 0.026 Eh/bohr

=====

Computed, not measured: 5 unconnected molecules or ions with the total composition C5H17N2O4 in a non-equilibrium geometry, with ωB97M-V with the def2-TZVPD basis set.

CARTESIAN COORDINATES (ANGSTROEM)
C (0.564, 0.509, -3.895)
C (1.164, 0.795, -2.571)
C (0.738, -0.109, -1.409)
C (1.208, -1.269, -0.854)
N (0.487, -1.451, 0.353)
C (-0.335, -0.337, 0.495)
N (-0.342, 0.461, -0.644)
H (0.665, -0.347, -4.480)
H (-0.555, 0.549, -3.894)
H (1.174, 1.226, -4.409)
H (1.233, 1.858, -2.313)
H (2.291, 0.324, -2.699)
H (2.043, -1.925, -1.165)
H (0.350, -2.278, 1.058)
H (-0.841, -0.110, 1.372)
H (-0.898, 1.260, -0.855)
H (-3.191, 1.523, -0.182)
H (-2.754, 1.035, 1.096)
O (-2.712, 0.813, 0.177)
H (0.053, 0.049, 4.379)
H (1.276, 0.589, 3.548)
O (0.498, -0.018, 3.531)
H (0.789, -4.101, 2.190)
H (0.126, -3.022, 3.201)
O (0.343, -3.296, 2.303)
H (-0.482, 2.772, 1.659)
H (-1.673, 2.306, 2.403)
O (-1.216, 2.193, 1.606)

Properties
**Total charge**: +1
**Energy relative to the best compared isomer or geometry (same formula, charge and spin)**: 3.482 eV
**HOMO-LUMO gap**: 9.83 eV
**HOMO**: -12.520 eV
**2S+1**: 1
**Maximum force**: 0.141 Eh/bohr

=====

Computed, not measured: 2 unconnected molecules or ions with the total composition C5H17N4P2 in a non-equilibrium geometry, with ωB97M-V with the def2-TZVPD basis set.

CARTESIAN COORDINATES (ANGSTROEM)
C (-2.749, -1.396, -1.518)
C (2.313, -1.986, 1.030)
C (1.216, 1.965, 1.443)
C (-1.932, -0.903, -0.324)
C (-2.672, 0.159, 0.409)
N (1.620, 0.553, -1.232)
N (-0.002, 2.663, -1.044)
N (3.064, -0.864, 0.477)
N (-2.160, 1.295, 0.593)
P (2.994, -0.471, -1.177)
P (0.988, 1.600, -0.318)
H (-2.218, -2.191, -2.035)
H (-3.708, -1.786, -1.184)
H (-2.934, -0.584, -2.218)
H (2.293, -1.899, 2.117)
H (1.288, -1.945, 0.657)
H (2.739, -2.957, 0.766)
H (0.395, 1.509, 2.000)
H (1.204, 3.041, 1.600)
H (2.161, 1.536, 1.774)
H (-0.961, -0.512, -0.647)
H (-1.767, -1.738, 0.363)
H (-3.674, -0.123, 0.744)
H (2.222, -1.547, -1.648)
H (-0.813, 2.981, -0.524)
H (-0.174, 2.522, -2.033)
H (4.016, -0.875, 0.827)
H (-2.748, 1.953, 1.102)

Properties
**Total charge**: +1
**Energy relative to the best compared isomer or geometry (same formula, charge and spin)**: 2.084 eV
**HOMO-LUMO gap**: 8.65 eV
**HOMO**: -12.580 eV
**2S+1**: 1
**Maximum force**: 0.037 Eh/bohr